Entry 1:
Below is a molecular structure, C6H18AlFO3, with properties calculated with wB97M-V/def2-TZVPD.

Structure (XYZ):
```
29
C6H18AlFO3 (wB97M-V/def2-TZVPD)
Al 0.06118 1.78450 -0.01298
F 2.14433 2.12971 0.33170
C 0.74285 -1.78450 1.70488
C 0.97580 -0.94380 0.43700
O 0.58225 0.37450 0.61675
H 0.12134 -2.62762 1.40326
H 0.21701 -1.34697 2.55350
H 1.67257 -2.21415 2.07789
H 0.50223 -1.46374 -0.39576
H 2.03176 -0.95018 0.16682
H 0.63473 0.64023 1.53775
C 2.39825 0.59055 -1.18570
C 1.31066 -0.21374 -1.89255
O 0.05159 0.39537 -1.51410
H 2.36476 1.64501 -1.45974
H 3.41707 0.30264 -1.44497
H 2.42096 0.48532 -0.10103
H 1.40802 -1.25887 -1.59873
H 1.57259 0.07031 -2.91176
H -0.62478 0.09080 -2.12350
C -3.33925 -0.11126 0.10718
C -2.37821 1.09073 0.37475
O -1.13481 0.80116 1.02440
H -2.90341 -0.71976 -0.68518
H -4.33746 0.18263 -0.21731
H -3.25000 -0.76637 0.97377
H -2.93531 1.82134 0.96125
H -2.33867 1.70281 -0.52630
H -1.38795 0.29339 1.79880
```

The HOMO-LUMO gap is 6.45 eV. The value obtained for the total energy is -21945.701 eV. The HOMO energy is -0.6628 Ha. As for the total charge: +2. The calculation puts the molecular weight at 184.187 Da. For the energy above the lowest of the compared OMol25 structures with the same formula, charge and spin, the calculation gives 44.5 kcal/mol.

Mulliken population analysis, charges in e, atoms 1 to 2:
1 Al 0.388
2 F -0.504

---

Entry 2:
Below is 3 unconnected molecules or ions with the total composition C3H10O3, with properties calculated with wB97M-V/def2-TZVPD.

Structure (XYZ):
```
16
C3H10O3 (wB97M-V/def2-TZVPD)
C -2.95752 0.07140 0.28296
C -1.90159 -1.02326 0.34329
C -1.56685 -1.70461 -0.73535
O -0.53645 -2.61835 -0.75705
H -2.60066 1.07872 0.27973
H -3.51560 -0.20069 -0.61645
H -3.63619 -0.07537 1.10822
H -1.43788 -1.16118 1.31255
H -2.13632 -1.61854 -1.65555
H 0.13343 -2.35029 -1.39188
O 1.57086 2.99076 -0.34838
H 1.04413 2.95620 0.45798
H 1.33988 2.17470 -0.79760
O 5.34568 0.77610 1.09395
H 6.13616 0.23803 0.98533
H 4.71892 0.46638 0.43828
```

The HOMO-LUMO gap is 9.62 eV. The SMILES is C/C=C/O.O.O. The value obtained for the total energy is -9414.391 eV. The HOMO energy is -0.3426 Ha. The calculation puts the molecular weight at 94.110 Da. For the energy above the lowest of the compared OMol25 structures with the same formula, charge and spin, the calculation gives 26.3 kcal/mol.

Mulliken population analysis, charges in e, atoms 1 to 2:
1 C -0.977
2 C 0.025

---

Entry 3:
Below is 2 unconnected molecules or ions with the total composition C30H63FN2O5, with properties calculated with wB97M-V/def2-TZVPD.

Structure (XYZ):
```
101
C30H63FN2O5 (wB97M-V/def2-TZVPD)
C 3.28935 0.31504 3.22107
C 2.50475 1.69165 3.09827
C 3.47065 2.91868 2.87889
C 2.87985 3.98537 1.86952
C 2.70455 3.42933 0.41422
C 4.04531 3.11435 -0.33570
C 4.73995 1.75498 0.09005
C 5.08086 0.86335 -1.15247
C 5.76973 -0.47726 -0.68238
C 4.77452 -1.64629 -0.38752
C 4.06464 -2.24576 -1.66555
C 3.06429 -3.39261 -1.17765
C 1.64667 -3.29604 -1.84524
C 0.49320 -4.07778 -1.12197
C 0.55930 -4.18241 0.42730
O 0.26849 -3.08793 1.26138
C -0.79005 -2.19510 1.00346
C -0.44700 -1.09566 -0.09802
C 1.00248 -0.50414 0.04380
C 1.27796 0.47322 -1.16742
O 0.13582 1.29105 -1.46750
C -0.81239 -1.31116 2.34149
C -1.14109 -2.13905 3.63268
F -1.70173 -0.23548 2.25658
C -2.26359 -2.74656 0.82936
C -2.97105 -2.32285 -0.54275
C -3.68297 -0.91613 -0.46635
C -5.10592 -0.91123 -1.16902
C -5.73151 0.51978 -0.90733
C -7.15825 0.54844 -1.56916
N -2.49104 -4.18325 0.95831
N -2.31177 -4.70989 2.23149
H 4.35097 0.41342 2.89880
H 2.79718 -0.46742 2.58874
H 3.28107 -0.07834 4.26939
H 1.99986 1.86301 4.08424
H 1.69394 1.61174 2.33883
H 4.50371 2.60270 2.60838
H 3.55728 3.45135 3.86362
H 3.44939 4.94561 1.91997
H 1.85193 4.21816 2.26092
H 1.98720 2.57789 0.46250
H 2.19189 4.23495 -0.17683
H 3.92554 3.16336 -1.44808
H 4.76172 3.93307 -0.05734
H 4.00842 1.19439 0.73314
H 5.64647 1.98343 0.69514
H 5.80897 1.40161 -1.81085
H 4.19385 0.58494 -1.76388
H 6.27764 -0.23710 0.29303
H 6.59470 -0.81720 -1.35763
H 5.34060 -2.50286 0.07127
H 3.99485 -1.37761 0.37538
H 4.86408 -2.63058 -2.33583
H 3.47702 -1.44661 -2.17177
H 3.53311 -4.35479 -1.50479
H 3.05391 -3.30903 -0.06372
H 1.75070 -3.75053 -2.86821
H 1.41443 -2.21889 -2.04849
H 0.50416 -5.12378 -1.52953
H -0.48055 -3.64035 -1.44377
H -0.09314 -5.05630 0.72373
H 1.58994 -4.54487 0.68797
H -1.13985 -0.23187 -0.06419
H -0.49678 -1.50754 -1.13465
H 1.80148 -1.27329 0.11579
H 1.11668 0.14121 0.95584
H 2.12334 1.16077 -0.91538
H 1.57639 -0.06360 -2.09875
H -0.07337 1.17353 -2.39703
H 0.19837 -0.86908 2.53719
H -0.59347 -3.11283 3.61048
H -2.22806 -2.35189 3.69546
H -0.74743 -1.60148 4.53248
H -2.92500 -2.27233 1.60058
H -3.80262 -3.07004 -0.65820
H -2.32020 -2.45983 -1.43291
H -3.03895 -0.16171 -0.98590
H -3.79716 -0.58479 0.59419
H -5.73522 -1.72213 -0.74030
H -4.92934 -1.00170 -2.26542
H -5.08954 1.32465 -1.33990
H -5.81938 0.69479 0.19646
H -7.70557 1.44486 -1.19924
H -7.72808 -0.37277 -1.30294
H -7.07206 0.59573 -2.67753
H -2.10713 -4.74363 0.20162
H -2.93110 -5.49240 2.40108
H -1.34163 -4.91480 2.47292
C -2.78717 3.34097 -1.48094
O -4.12649 3.82658 -1.38244
C -4.35096 4.95120 -2.06546
O -3.54511 5.55104 -2.72332
O -5.63053 5.29276 -1.88900
C -6.01249 6.48682 -2.56886
H -2.72310 2.42892 -0.89003
H -2.53962 3.10226 -2.51598
H -2.08215 4.06656 -1.07549
H -5.89156 6.37226 -3.64640
H -5.43535 7.33791 -2.20649
H -7.06466 6.66279 -2.35345
```

The HOMO-LUMO gap is 9.09 eV. The SMILES is CCCCCCCCCCCCCCCO[C@](CCCO)([C@H](C)F)[C@@H](CCCCC)NN.COC(=O)OC. The value obtained for the total energy is -48064.117 eV. The HOMO energy is -0.3140 Ha. The calculation puts the molecular weight at 550.841 Da.

Mulliken population analysis, charges in e, atoms 1 to 2:
1 C -0.908
2 C -0.144